1.
Here is a cluster of 3 separate species, C41H38N2O7 in total in a non-equilibrium geometry from the OMol25 dataset. Energies are from the ωB97M-V functional and the def2-TZVPD basis.

Output
total energy	-60444.475	eV
structure (SMILES)	CCCOC[C@H](C#N)[C@@H](C#N)COCCOCC.O=C1c2ccccc2C(=O)c2ccccc21.O=C1c2ccccc2C(=O)c2ccccc21
frontier orbital gap	8.74	eV
total charge	0
E_HOMO	-9.8	eV

The geometry in XYZ format:
```
88
C41H38N2O7, DFT the ωB97M-V functional and the def2-TZVPD basis
C -8.308 -0.115 1.727
O -6.981 -0.145 1.271
O 1.548 -1.590 -2.279
C 8.635 -4.528 1.650
H -8.749 -1.106 1.549
H -6.217 3.517 2.620
C 1.094 3.142 -1.948
C 5.147 -1.008 1.436
H -2.672 2.738 -0.327
C 9.003 -4.240 0.334
H 8.993 -5.763 3.362
H 5.992 -2.216 -4.086
H -6.619 5.701 0.678
C 5.560 -0.677 0.150
C -5.782 4.096 1.798
N -10.388 -0.278 -1.028
C -2.712 2.379 0.689
O -4.907 3.218 1.087
H -4.241 -1.919 1.932
C -0.157 3.011 -1.368
H -6.520 -2.115 1.014
C 4.139 -1.462 -3.325
C -4.791 -1.041 1.581
H -5.201 4.901 2.256
C 5.404 -1.333 -3.872
H -1.711 2.340 1.115
H -4.480 -0.202 2.210
H 6.909 0.028 -4.578
N -8.964 2.934 -1.872
C -9.775 0.263 -0.219
C 3.141 2.169 -2.964
H -3.146 1.380 0.712
C 10.617 -6.017 0.400
C 9.274 -5.550 2.340
C 5.795 -2.011 2.138
C 9.992 -4.991 -0.288
C 6.851 -2.697 1.552
C 1.258 0.742 -2.109
H 5.578 2.046 -4.066
C 7.251 -2.379 0.252
H 4.319 -0.480 1.891
H 11.384 -6.604 -0.088
H -4.935 -1.559 -0.506
C -4.428 -0.811 0.108
H 6.927 -1.106 -1.441
C 3.913 0.938 -3.298
H 1.524 4.122 -2.106
C 8.350 -3.130 -0.417
C 3.387 -0.330 -3.040
C 10.263 -6.291 1.717
C -9.133 0.905 0.934
H -4.785 0.167 -0.220
C -3.552 3.366 1.490
H -9.945 1.247 1.583
H 5.480 -2.268 3.140
H -6.663 4.197 -0.177
C 5.178 1.062 -3.859
H -0.427 -0.363 -1.389
C -8.307 2.182 0.549
H -8.288 3.024 2.579
C 1.804 2.010 -2.326
H -8.370 0.039 2.813
O 7.238 -4.003 3.474
O 8.699 -2.852 -1.546
H -6.560 -1.573 2.735
H -9.727 3.365 1.613
H 3.734 -2.442 -3.112
C -6.280 -1.301 1.712
H 10.267 -4.772 -1.311
H -3.492 3.090 2.551
H -0.705 3.898 -1.068
C 2.022 -0.489 -2.463
H 10.758 -7.089 2.255
C -8.716 2.649 -0.786
C -0.004 0.621 -1.542
C -0.713 1.753 -1.172
C 6.610 -1.361 -0.440
C 5.921 -0.070 -4.146
C -8.639 3.282 1.573
C 7.549 -3.762 2.326
H -7.238 1.976 0.491
O 3.592 3.270 -3.200
H -1.708 1.679 -0.716
H -3.351 -0.860 -0.060
H 5.059 0.113 -0.395
H -3.189 4.379 1.291
O -8.169 4.572 1.246
C -6.824 4.637 0.812
```

=====

2.
Here is a cluster of 6 separate species, C41H39B2N7O15 in total in a non-equilibrium geometry from the OMol25 dataset. Energies are from the ωB97M-V functional and the def2-TZVPD basis.

Output
total energy	-85620.399	eV
energy above the lowest of the compared OMol25 structures with the same formula, charge and spin	0.0	kJ/mol
frontier orbital gap	4.12	eV
total charge	+2
E_HOMO	-12.0	eV

The geometry in XYZ format:
```
104
C41H39B2N7O15, DFT the ωB97M-V functional and the def2-TZVPD basis
O 5.316 -2.253 -8.241
C -2.149 -3.006 -3.493
C 3.309 -1.391 -5.699
C -0.023 -0.833 8.901
C -1.644 2.470 3.682
H 3.829 3.664 6.736
H -10.008 -1.190 -2.701
N 2.746 -0.127 -1.572
O 3.186 -0.956 -2.363
H 1.960 1.967 -0.088
C 6.952 2.473 6.308
H 2.265 0.179 6.626
H -5.885 -1.425 -4.609
C -2.392 4.183 2.170
C -8.709 -3.597 -0.691
N -2.945 -2.492 -4.440
C -0.336 2.652 3.251
H -0.668 -1.372 -6.595
N 1.085 2.590 6.691
C 4.911 3.641 6.724
B -4.466 -2.617 -4.210
H 0.969 3.738 1.951
H 7.593 5.593 7.413
H -6.759 -3.881 -3.451
C -7.540 -3.505 -2.792
C 5.569 2.494 6.313
H -0.149 -3.408 -2.821
H 0.461 2.056 3.677
O 5.279 -2.574 -5.813
H 5.122 5.649 7.449
C -9.527 -2.569 -1.124
H 1.426 -0.307 -5.627
H -0.299 -1.707 9.477
O 5.824 -4.402 -7.382
C -0.218 -2.413 -4.749
C 2.889 1.292 -1.910
H 8.772 3.556 6.686
H 4.460 -2.359 -8.675
O -10.701 -2.597 0.852
O -11.319 -1.203 -0.667
C 1.421 0.228 7.299
H 3.865 -0.536 -6.081
C 3.490 1.649 -3.108
O -1.698 6.052 0.328
H 1.474 -4.467 -4.443
H 4.997 1.630 6.003
O 6.968 0.303 5.539
C 3.641 2.990 -3.415
H -7.069 -4.875 -1.208
N 7.649 1.248 5.893
C 3.313 -3.623 -5.048
C -1.075 -1.849 -5.706
H -3.702 -4.495 -5.883
C 2.432 2.250 -1.019
C -8.366 -2.467 -3.207
O -5.218 -1.537 -3.912
C 7.691 3.577 6.696
C 3.194 3.961 -2.526
H 1.626 -1.807 7.932
H -3.689 3.087 3.474
H 5.089 -5.014 -7.242
O 2.202 -0.412 -0.531
C 1.060 -0.891 8.033
H -8.235 -2.026 -4.189
C -7.712 -4.067 -1.533
H -4.988 -5.594 -5.430
C 1.938 -1.252 -5.462
H -1.597 0.383 9.707
O -4.972 -3.888 -4.274
H 2.242 4.351 -0.644
O 0.380 5.503 0.391
O 0.448 3.606 6.865
C -2.436 -1.900 -5.531
H 3.321 5.009 -2.763
C -0.777 -2.987 -3.606
C -0.752 0.342 9.032
C 1.252 -2.366 -5.010
H -3.193 4.776 1.752
H -8.838 -4.036 0.288
C 5.639 4.755 7.122
O 8.862 1.247 5.929
C -9.366 -1.995 -2.372
H 4.111 3.283 -4.345
N -0.780 5.382 0.746
H 3.890 -4.532 -4.887
H -2.621 -3.453 -2.619
C -2.671 3.231 3.138
C 1.974 -3.568 -4.798
N -10.601 -2.084 -0.242
C -1.082 4.358 1.756
H -3.094 -1.482 -6.292
N 3.950 -2.532 -5.519
C -0.051 3.599 2.282
H -0.963 2.379 8.411
B 5.465 -3.099 -7.174
C 0.691 1.396 7.447
H -1.864 1.733 4.445
H -5.396 -4.132 -6.346
O 2.036 2.494 5.931
C 7.027 4.724 7.105
C -4.752 -4.530 -5.549
C -0.395 1.465 8.303
H 3.843 0.898 -3.800
C 2.589 3.591 -1.332
```

=====

3.
Here is a structure of composition C41H39BF2IrN2O4P in a non-equilibrium geometry from the OMol25 dataset. Energies are from the ωB97M-V functional and the def2-TZVPD basis.

Output
total energy	-72562.330	eV
energy above the lowest of the compared OMol25 structures with the same formula, charge and spin	30.4	kJ/mol
frontier orbital gap	7.13	eV
total charge	0
E_HOMO	-7.1	eV

The geometry in XYZ format:
```
91
C41H39BF2IrN2O4P, DFT the ωB97M-V functional and the def2-TZVPD basis
C -7.837 -0.441 1.397
C 0.262 -2.210 2.418
C -0.693 -0.789 4.900
H -1.254 2.972 5.568
C 3.006 -0.014 1.652
H 0.831 -3.591 -4.826
H -1.761 1.312 7.331
H -7.677 1.032 2.988
H 4.505 0.271 5.181
C -0.887 -4.392 -2.700
N -0.233 -2.281 -2.585
H 4.988 0.128 0.905
H 1.635 -0.513 -2.032
P 0.407 -0.395 2.369
H -0.527 -1.844 4.726
C 0.657 1.287 -2.684
H -9.127 -0.049 -0.318
C -4.081 0.694 -0.385
H -0.420 2.531 -0.352
H -7.197 -2.493 1.785
H -0.270 -2.252 -5.208
H 2.371 -2.611 2.505
C -0.613 1.500 4.150
O 2.996 0.047 -0.704
C 4.375 0.092 1.799
C -5.231 1.190 -0.941
C -1.168 -4.149 2.382
C -4.126 -0.148 0.711
H -2.234 -5.516 -3.919
C -0.434 1.829 -3.353
H -2.306 1.417 -4.308
H -8.972 1.320 0.801
O 0.116 -2.101 -0.305
H -2.162 -4.579 2.340
H -0.823 -3.919 -5.404
C -0.321 -0.896 -2.882
C 2.715 0.024 4.032
O -2.781 0.897 -0.755
C 1.376 -3.038 2.482
C 2.183 -0.095 2.750
C -1.014 -2.772 2.350
H 2.088 -5.059 2.573
C -6.446 0.815 -0.350
H 1.478 1.913 -2.355
C -0.197 -2.779 -1.289
H -7.028 -0.550 3.428
H -8.951 -2.276 1.734
C -0.624 -4.152 -1.393
H 2.068 0.000 4.901
C 1.217 -4.418 2.510
C -1.382 0.986 6.371
C -1.099 1.917 5.381
H -7.357 1.210 -0.777
C -7.825 -0.045 2.881
C -8.006 -1.963 1.280
H -8.776 -0.311 3.351
H -1.476 -6.422 -2.600
C -0.210 -3.256 -4.798
C -9.036 0.232 0.734
C 4.923 0.179 3.074
C -1.407 -0.373 -3.555
H -5.202 1.849 -1.799
H -0.388 2.221 3.387
Ir 0.168 0.054 0.246
H -1.396 -1.093 6.901
H -5.298 -1.195 2.146
H -9.952 -0.080 1.241
C 0.726 -0.082 -2.448
C -1.311 -5.659 -3.357
H -0.173 -6.051 2.502
N -0.736 -3.250 -3.443
H -8.009 -2.269 0.232
H -0.485 2.893 -3.541
C -0.052 -4.974 2.470
C -1.180 -0.364 6.129
H -0.548 -6.023 -4.047
O -2.852 -0.497 1.066
H -2.216 -1.020 -3.869
F 1.415 2.615 0.400
C 0.149 2.031 0.431
C -5.308 -0.529 1.291
C -6.509 -0.031 0.752
C -1.454 0.998 -3.790
C -0.401 0.141 3.906
H 5.995 0.267 3.204
H -1.878 -2.127 2.250
C 4.086 0.167 4.187
C 2.290 0.009 0.298
F -0.402 2.534 1.613
B -1.956 0.158 0.148
H -0.742 -4.822 -0.558
```